No. 1
The following is a DFT calculation (the ωB97M-V functional and the def2-TZVPD basis) of the molecule C20H20N4O3S.

Properties
SMILES string   CCOc1cccc(-c2nnc3n2N=C(c2cc(OC)ccc2OC)CS3)c1
HOMO energy   -8.051 eV
Energy above the lowest of the compared OMol25 structures with the same formula, charge and spin   88.5 kcal per mole

Cartesian coordinates (Å):
C -7.92085 0.23060 0.64194
C -6.44338 0.54813 0.47314
O -5.74891 -0.68174 0.37463
C -4.40088 -0.66140 0.22284
C -3.77852 -1.91135 0.13743
C -2.41106 -1.99871 -0.01864
C -1.62943 -0.85784 -0.09573
C -2.24247 0.38791 -0.00632
C -1.49613 1.62441 -0.06945
N -2.02768 2.82182 -0.07759
N -1.05947 3.74190 -0.16120
C 0.07482 3.10951 -0.24002
N -0.12546 1.74765 -0.18020
N 0.81849 0.80128 -0.02693
C 1.99457 1.02841 -0.46539
C 3.04333 0.03774 -0.20641
C 4.27395 0.46217 0.28887
C 5.27944 -0.45229 0.56787
O 6.50616 -0.13825 1.06544
C 6.79589 1.21138 1.34115
C 5.03994 -1.80503 0.32836
C 3.82900 -2.23303 -0.17368
C 2.80887 -1.32553 -0.44655
O 1.60333 -1.65725 -0.97769
C 1.33825 -3.01039 -1.26503
C 2.34249 2.27269 -1.23350
S 1.68259 3.74590 -0.34924
C -3.62735 0.48678 0.15065
H -8.07295 -0.36290 1.53935
H -8.48939 1.15253 0.72255
H -8.27905 -0.33687 -0.21267
H -6.28255 1.14422 -0.43526
H -6.07550 1.11929 1.33608
H -4.39446 -2.79489 0.19630
H -1.94537 -2.97154 -0.08093
H -0.56115 -0.92939 -0.21798
H 4.41329 1.51268 0.48938
H 7.81110 1.21891 1.73405
H 6.75579 1.82508 0.43529
H 6.11520 1.62430 2.09230
H 5.82436 -2.51176 0.54600
H 3.68420 -3.28712 -0.34574
H 0.33636 -3.02536 -1.69139
H 1.35585 -3.62344 -0.35873
H 2.04782 -3.41370 -1.99445
H 3.41344 2.41277 -1.34441
H 1.87367 2.24634 -2.22145
H -4.05016 1.47538 0.21300



No. 2
The following is a DFT calculation (the ωB97M-V functional and the def2-TZVPD basis) of a cluster of 8 separate species, C35H47Br6NO8 in total.

Properties
HOMO energy   -7.291 eV
Energy above the lowest of the compared OMol25 structures with the same formula, charge and spin   0.0 kcal per mole

Cartesian coordinates (Å):
C 3.06912 0.95244 -2.93167
C 3.92468 0.15704 -1.95363
C 4.19618 1.03011 -0.72875
C 4.63166 0.28667 0.51292
C 3.62179 -0.79283 0.81538
C 3.33525 -1.76975 -0.30701
N 3.18675 -1.10071 -1.62695
O 2.72124 -1.68349 -2.46936
C 2.00214 -2.42902 0.00726
C 4.44046 -2.81364 -0.35462
C 5.25865 -0.23989 -2.58988
H 3.44547 1.97347 -2.97830
H 2.03309 1.01271 -2.59494
H 3.05655 0.50683 -3.92473
H 3.31552 1.64297 -0.51380
H 4.89876 1.82448 -0.99174
H 4.99759 0.90379 1.32982
H 5.55540 -0.21186 0.16444
H 2.68963 -0.32502 1.13312
H 3.84704 -1.28154 1.76680
H 1.97047 -2.99427 0.93030
H 1.51402 -2.98342 -0.79387
H 1.27937 -1.62691 0.19600
H 4.50630 -3.41055 -1.26953
H 4.38369 -3.50998 0.47900
H 5.45983 -2.41355 -0.30464
H 5.83275 0.67174 -2.76095
H 5.12943 -0.69495 -3.57048
H 5.87183 -0.84006 -1.91975
C -1.70174 0.68490 0.30955
C -0.46075 0.24590 -0.49162
O 0.74011 0.76653 -0.03314
H -2.55221 0.26274 -0.23990
H -1.76985 1.77289 0.32425
H -1.67194 0.36051 1.34841
H -0.63413 0.54789 -1.54903
H -0.32251 -0.84714 -0.65256
Br -2.53307 6.60397 -1.67817
C -2.28086 4.65436 -1.55689
C -1.07481 4.34290 -0.71682
Br -1.39017 4.73822 1.18667
H -2.02698 4.40530 -2.58283
H -3.14281 4.06814 -1.25328
H -0.22305 4.98134 -0.91811
H -0.81228 3.29321 -0.85479
Br -5.66373 1.70173 2.30469
C -5.03128 -0.16626 2.17429
C -3.84281 -0.30786 3.08291
Br -3.00395 -2.03523 2.49195
H -4.74010 -0.12981 1.12799
H -5.89203 -0.81418 2.26493
H -4.24522 -0.52382 4.06652
H -3.10096 0.47326 3.03600
Br 3.03945 4.13108 3.55267
C 2.23827 3.15263 2.10848
C 2.14504 3.95403 0.82221
Br 3.87761 4.46879 0.09880
H 1.18585 2.91196 2.27572
H 2.74649 2.21041 1.92828
H 1.52614 4.83317 0.96472
H 1.69201 3.29900 0.07591
C -2.85764 -3.28345 -0.50573
C -3.93806 -2.61093 -0.81873
C -5.31426 -3.04401 -0.47501
O -6.27770 -2.39537 -0.80551
C -5.41131 -4.32701 0.24332
C -4.33582 -5.03872 0.52701
C -2.95128 -4.60724 0.16805
O -1.99539 -5.32564 0.42991
H -1.86074 -2.92890 -0.74451
H -3.88300 -1.59127 -1.18529
H -6.33375 -4.86504 0.43054
H -4.41895 -5.98978 1.03842
C 0.57960 -0.40133 3.72118
C -0.25094 0.47833 4.26248
C -0.92073 0.24729 5.55685
O -1.64593 1.01874 6.11644
C -0.79726 -1.15423 6.05932
C 0.10652 -1.98885 5.56589
C 0.91360 -1.70814 4.36438
O 1.71344 -2.43969 3.87519
H 0.88686 -0.14449 2.71344
H -0.49150 1.39886 3.73941
H -1.46669 -1.52229 6.82562
H 0.15890 -3.00874 5.93580
C -1.38876 1.89069 -4.86874
C -2.59307 1.72401 -4.35215
C -3.08944 0.36746 -3.99049
O -4.18094 0.16632 -3.52664
C -2.04850 -0.68388 -4.01512
C -0.82051 -0.48956 -4.45897
C -0.33943 0.83876 -4.90460
O 0.81944 1.09340 -5.18586
H -1.10105 2.88031 -5.21059
H -3.28264 2.55575 -4.28831
H -2.27714 -1.64810 -3.57982
H -0.15435 -1.34463 -4.42551



No. 3
The following is a DFT calculation (the ωB97M-V functional and the def2-TZVPD basis) of the ion C4H11N3 with charge +1.

Properties
Charge   +1
Multiplicity   2
HOMO energy (alpha / beta)   -12.753 / -12.836 eV
Energy above the lowest of the compared OMol25 structures with the same formula, charge and spin   44.1 kcal per mole

Cartesian coordinates (Å):
C -0.99820 0.04161 1.51388
C -0.58356 -0.64155 0.18303
C 0.81257 -0.39907 -0.32960
C 0.87312 -0.25960 -1.74473
N 1.25573 0.98224 -2.19964
N 1.86459 -0.53910 0.49149
N -2.40986 0.29186 1.45057
H -0.42808 0.95925 1.54683
H -0.76320 -0.34272 2.49494
H -0.76849 -1.72736 0.18711
H -1.16794 -0.05848 -0.53993
H 0.14528 -0.85302 -2.39640
H 1.96848 1.34638 -1.57030
H 1.78415 1.07715 -3.07838
H 2.50333 0.24159 0.35870
H 1.70738 -0.59601 1.49392
H -3.02771 -0.49770 1.35050
H -2.76758 0.97452 0.78801